This record from OMol25 describes a cluster of 6 separate species, C9H31NO6 in total. The level of theory is ωB97M-V with the def2-TZVPD basis set.

Output
Structure (SMILES) = COC[C@H](C)N.CO.CO.CO.CO.CO
Energy above the lowest of the compared OMol25 structures with the same formula, charge and spin = 37.01 kJ/mol
Energy = -23608.0840 eV
LUMO level = 0.020 hartree
HOMO-LUMO gap = 9.9 eV

CARTESIAN COORDINATES (ANGSTROEM)
C: 2.63 -2.42 0.18
C: 2.27 -1.04 0.68
C: 3.46 -0.32 1.30
O: 4.13 -1.17 2.20
C: 5.11 -0.50 2.94
N: 1.69 -0.24 -0.42
H: 3.36 -2.39 -0.63
H: 1.72 -2.92 -0.17
H: 3.04 -3.02 0.99
H: 1.50 -1.15 1.45
H: 3.13 0.59 1.83
H: 4.15 0.01 0.50
H: 4.68 0.37 3.47
H: 5.94 -0.15 2.31
H: 5.50 -1.19 3.69
H: 1.63 0.74 -0.13
H: 2.41 -0.20 -1.14
C: -5.13 1.98 -0.40
O: -3.72 1.86 -0.28
H: -5.44 2.94 -0.82
H: -5.50 1.19 -1.05
H: -5.63 1.87 0.57
H: -3.34 2.74 -0.30
C: -0.02 2.61 0.64
O: 1.33 2.96 0.90
H: -0.71 3.46 0.65
H: -0.06 2.15 -0.35
H: -0.41 1.88 1.35
H: 1.44 3.12 1.84
C: -2.63 -0.57 2.37
O: -2.80 -0.88 3.75
H: -1.68 -0.92 1.98
H: -3.43 -1.02 1.77
H: -2.70 0.51 2.26
H: -2.18 -1.57 4.00
C: -1.71 -0.59 -1.02
O: -0.88 -1.58 -0.46
H: -1.85 -0.69 -2.10
H: -2.69 -0.63 -0.55
H: -1.35 0.43 -0.80
H: 0.04 -1.27 -0.56
C: -1.11 -0.72 -5.65
O: -0.43 -0.67 -4.42
H: -1.49 0.28 -5.88
H: -0.47 -1.04 -6.49
H: -1.97 -1.41 -5.62
H: 0.17 -1.42 -4.37

=====

This record from OMol25 describes a structure of composition C43H47AsMnN2O6SSe. The level of theory is ωB97M-V with the def2-TZVPD basis set.

Output
Energy above the lowest of the compared OMol25 structures with the same formula, charge and spin = 64.84 kJ/mol
Energy = -228960.7358 eV
Spin multiplicity = 6
LUMO level (alpha / beta) = 0.138 / 0.138 hartree
Total charge = -2
HOMO-LUMO gap (alpha / beta) = 3.9 / 4.1 eV

CARTESIAN COORDINATES (ANGSTROEM)
Mn: 1.45 0.02 0.63
C: -1.69 1.23 3.80
C: -0.22 1.19 3.40
C: 0.62 2.09 4.30
O: -0.16 1.63 2.05
C: 0.30 -0.27 3.57
O: 0.17 -0.75 4.71
O: 0.79 -0.88 2.57
H: -2.08 2.24 3.64
H: -1.79 0.95 4.85
H: -2.27 0.53 3.20
H: 0.22 3.11 4.27
H: 1.65 2.11 3.94
H: 0.59 1.71 5.32
H: 0.76 1.98 1.87
O: 0.37 1.43 -0.83
As: 0.50 2.97 -1.36
C: 1.23 2.86 -3.14
C: 1.52 3.96 -3.93
C: 2.06 3.77 -5.20
C: 2.29 2.48 -5.66
C: 1.99 1.38 -4.87
C: 1.45 1.57 -3.60
C: -1.30 3.63 -1.68
C: -2.02 2.89 -2.62
C: -3.34 3.22 -2.91
C: -3.94 4.30 -2.27
C: -3.22 5.05 -1.35
C: -1.90 4.71 -1.06
C: 1.50 4.28 -0.41
C: 2.80 4.56 -0.81
C: 3.55 5.50 -0.12
C: 3.00 6.15 0.98
C: 1.72 5.84 1.41
C: 0.97 4.90 0.72
H: 1.35 4.97 -3.56
H: 2.30 4.63 -5.81
H: 2.72 2.34 -6.64
H: 2.18 0.38 -5.23
H: 1.21 0.73 -2.96
H: -1.55 2.06 -3.13
H: -3.90 2.64 -3.64
H: -4.96 4.56 -2.49
H: -3.68 5.89 -0.85
H: -1.35 5.31 -0.34
H: 3.25 4.03 -1.64
H: 4.57 5.70 -0.42
H: 3.59 6.88 1.52
H: 1.31 6.31 2.29
H: 0.01 4.60 1.11
O: -0.26 -1.13 -0.25
C: -1.24 -0.61 -0.75
C: -2.29 0.06 0.10
C: -3.68 -0.45 -0.30
C: -3.72 -1.97 -0.54
C: -3.39 -2.41 -1.97
C: -1.94 -2.18 -2.39
N: -1.52 -0.79 -2.11
H: -2.18 1.15 0.01
H: -2.06 -0.22 1.12
H: -4.06 0.07 -1.19
H: -4.37 -0.20 0.52
H: -4.72 -2.34 -0.30
H: -3.04 -2.44 0.18
H: -4.05 -1.87 -2.66
H: -3.61 -3.48 -2.08
H: -1.81 -2.38 -3.46
H: -1.25 -2.83 -1.86
H: -2.25 -0.15 -2.40
Se: 3.06 1.78 1.19
C: 3.01 -1.40 -0.54
C: 2.51 -2.60 -1.02
C: 1.78 -2.71 -2.26
C: 1.28 -3.90 -2.72
C: 1.46 -5.10 -2.01
C: 2.19 -5.04 -0.80
C: 2.68 -3.86 -0.33
C: 0.94 -6.33 -2.50
N: 0.52 -7.33 -2.91
H: 3.16 -0.60 -1.26
H: 3.75 -1.43 0.25
H: 1.62 -1.81 -2.84
H: 0.74 -3.93 -3.66
H: 2.37 -5.96 -0.25
H: 3.25 -3.84 0.60
C: -0.85 -4.91 1.10
S: -0.49 -3.29 1.79
O: -1.86 -2.74 2.10
C: 0.16 -3.92 3.33
C: 1.37 -4.60 3.34
C: 1.89 -5.05 4.55
C: 1.20 -4.80 5.73
C: 0.00 -4.11 5.71
C: -0.52 -3.66 4.50
H: -1.30 -5.56 1.86
H: 0.06 -5.34 0.70
H: -1.55 -4.74 0.29
H: 1.91 -4.77 2.42
H: 2.83 -5.58 4.57
H: 1.62 -5.12 6.68
H: -0.52 -3.89 6.63
H: -1.44 -3.08 4.45